(1)
16
Properties=species:S:1:pos:R:3:mulliken_charge:R:1 method="wB97M-V/def2-TZVPD" e_homo_ev=-8.26 energy_ev=-20350.6377 lumo_energy_ev=-0.41 gap_ev=7.8471 max_force_ev_per_a=5.177 de_lowest_kj_mol=613.7
C -0.8480 -2.1736 0.8147 -0.79
C -0.9247 -1.4737 -0.6031 0.23
C -0.4066 -0.0402 -0.4339 0.22
C 1.0337 0.3213 -0.3859 -0.64
C 1.4897 1.6915 -0.2207 0.19
H 0.3278 -2.8965 0.6548 0.21
H -0.8212 -1.1293 1.9874 0.26
H -1.7925 -3.0910 0.7219 0.25
H -0.4953 -2.1341 -1.4725 0.34
H 1.9911 -0.5150 -0.1389 0.13
H 2.5946 2.2254 0.0530 0.18
H -0.3044 2.8308 -0.1587 0.14
H 1.2533 3.8554 0.0498 0.24
N 0.8078 2.8716 -0.0161 -0.31
F -2.3175 -1.5103 -0.8019 -0.30
S -1.5879 1.1677 -0.0499 -0.34


(2)
15
Properties=species:S:1:pos:R:3:mulliken_charge:R:1 method="wB97M-V/def2-TZVPD" e_homo_ev=-8.39 energy_ev=-10416.7166 lumo_energy_ev=0.89 gap_ev=9.2805 max_force_ev_per_a=0.494 de_lowest_kj_mol=413.6
C -1.6831 0.9390 -0.8194 -1.26
C -0.2540 0.6662 -0.4456 0.01
O -0.2947 1.0777 1.2987 -0.52
C 0.0437 -0.7917 -0.4960 -0.74
O 1.4561 -1.1466 -0.5259 -0.21
C 2.1287 -1.0926 0.6038 0.23
O 1.7126 -0.7185 1.6825 -0.59
H -2.4098 0.2287 -0.3927 0.33
H -1.7541 0.8835 -1.9136 0.39
H -1.9804 1.9499 -0.5294 0.31
H 0.2875 1.5541 0.5406 0.55
H 0.3459 0.4387 1.6880 0.46
H -0.3205 -1.1720 -1.4549 0.30
H -0.4333 -1.3662 0.3105 0.38
H 3.1557 -1.4503 0.4534 0.37


(3)
94
Properties=species:S:1:pos:R:3:mulliken_charge:R:1 method="wB97M-V/def2-TZVPD" e_homo_ev="-16.05 / -16.52" energy_ev=-200382.8527 total_charge=+3 s_squared=6.057 lumo_energy_ev="-9.38 / -10.87" spin_multiplicity=5 gap_ev="6.6697 / 5.6458" max_force_ev_per_a=0.691 de_lowest_kj_mol=0.0
Ru -0.7084 1.2259 1.0245 0.83
C -5.7113 1.1532 1.3817 -1.28
C -4.3066 1.5684 0.9327 0.08
Ge -3.0005 0.2221 1.5126 0.22
C -3.0879 -0.1635 3.4421 -0.55
C -4.1513 -1.2060 3.8016 -1.20
C -3.4907 -1.4947 0.7138 -1.03
C -2.4439 -2.3098 0.3459 0.35
Ge -0.8040 -1.1691 0.1301 0.19
C -0.6774 -0.7978 -1.8003 0.49
C -1.2471 -1.8352 -2.7680 -1.47
C 0.7298 -1.9435 1.0894 0.81
C 1.0316 -3.4304 0.9204 -1.43
C -2.6030 -3.7045 0.1124 0.94
C -1.6567 -4.4517 -0.6525 0.43
C -1.8529 -5.7801 -0.9057 -1.26
C -2.9762 -6.4309 -0.3692 -0.36
C -3.9103 -5.7398 0.4190 -0.97
C -3.7336 -4.4051 0.6503 -0.63
H -6.4409 1.8919 1.0485 0.43
H -5.7869 1.0978 2.4665 0.28
H -6.0163 0.1927 0.9656 0.31
H -4.0468 2.5312 1.3687 -0.20
H -4.2443 1.6687 -0.1518 0.41
H -3.2843 0.7827 3.9491 0.24
H -2.1066 -0.5066 3.7748 0.35
H -5.1487 -0.9186 3.4744 0.27
H -4.1946 -1.3483 4.8814 0.43
H -3.9216 -2.1790 3.3627 0.27
H -4.5199 -1.8204 0.5857 0.61
H 0.3711 -0.6101 -2.0381 -0.43
H -1.1998 0.1562 -1.9391 0.22
H -0.5920 -2.7011 -2.8650 0.35
H -1.3523 -1.4077 -3.7646 0.50
H -2.2352 -2.1872 -2.4707 0.41
H 0.5533 -1.7185 2.1464 0.29
H 1.6040 -1.3579 0.7944 -0.82
H 0.1879 -4.0583 1.2062 0.45
H 1.8648 -3.7159 1.5633 0.45
H 1.3148 -3.6778 -0.1038 0.30
H -0.7907 -3.9467 -1.0574 0.60
H -1.1532 -6.3371 -1.5125 0.48
H -3.1246 -7.4849 -0.5660 0.45
H -4.7599 -6.2658 0.8307 0.47
H -4.4400 -3.8665 1.2664 0.35
Cl -4.2799 5.2824 1.2850 -0.11
C -2.6707 4.7342 1.0563 0.26
C -1.6910 5.0492 1.9972 -0.87
C -0.3945 4.6091 1.8140 -0.62
C -0.0473 3.8449 0.6949 0.09
C 1.4085 3.5588 0.4370 -1.16
C -1.0485 3.5171 -0.2326 0.16
C -2.3561 3.9728 -0.0581 -1.29
H -1.9513 5.6532 2.8560 0.58
H 0.3650 4.8836 2.5361 0.54
H 1.9914 3.6139 1.3567 0.60
H 1.8531 4.2331 -0.2984 0.68
H -0.7928 3.0477 -1.1804 0.47
H -3.1152 3.7628 -0.7983 0.56
I 0.3409 1.4385 3.5583 0.33
I -1.1849 2.7921 5.2663 -0.06
C 2.4542 2.4042 -5.1753 -1.13
Si 2.7882 1.2302 -3.7814 0.09
C 2.1715 -0.4817 -4.1509 -0.89
C 4.5930 1.1731 -3.3498 -0.99
C 1.7197 2.0524 -2.3741 -1.02
Te 1.7812 1.5963 -0.3100 0.69
C 3.8843 1.6821 0.0412 -0.93
Si 4.6465 0.1741 0.9576 0.05
C 6.4236 0.5917 1.2244 -1.09
C 3.7040 0.0215 2.5639 -0.50
C 4.3643 -1.3190 -0.1237 -0.77
H 2.9706 2.0545 -6.0722 0.36
H 2.8204 3.4100 -4.9641 0.37
H 1.3922 2.4698 -5.4186 0.37
H 2.6957 -0.8333 -5.0430 0.48
H 1.1057 -0.4998 -4.3785 0.22
H 2.3801 -1.2059 -3.3609 0.31
H 5.1179 0.7806 -4.2245 0.44
H 4.8273 0.5019 -2.5231 0.18
H 5.0177 2.1583 -3.1482 0.39
H 0.6680 1.9495 -2.6555 0.38
H 1.9674 3.1180 -2.3787 0.70
H 4.0130 2.6150 0.5922 0.71
H 4.2850 1.8109 -0.9661 0.31
H 6.5250 1.5097 1.8068 0.35
H 6.9616 0.7219 0.2845 0.37
H 6.9247 -0.2042 1.7789 0.36
H 3.9303 0.8526 3.2356 0.35
H 3.9641 -0.9001 3.0873 0.45
H 2.6211 -0.0116 2.4060 -0.40
H 5.1159 -1.3889 -0.9113 0.43
H 3.3824 -1.3067 -0.6131 0.00
H 4.4197 -2.2407 0.4578 0.52


(4)
13
Properties=species:S:1:pos:R:3:mulliken_charge:R:1 method="wB97M-V/def2-TZVPD" e_homo_ev=-7.91 energy_ev=-24667.1356 lumo_energy_ev=-0.31 gap_ev=7.5987 max_force_ev_per_a=3.395 de_lowest_kj_mol=320.5
C -0.2771 -0.2867 0.9604 -0.26
C 2.1554 0.6138 -0.2317 -0.21
C -1.4945 -0.7757 -1.1434 -1.09
C -0.7488 0.1882 -0.2241 0.05
N 0.5037 0.4800 1.7924 -0.28
S 1.7801 1.3939 1.1190 0.06
I 3.6600 1.4723 -1.5884 0.04
H -0.5988 -1.3525 1.2441 0.21
H -2.5062 -1.0598 -0.7269 0.26
H -1.6348 -0.2996 -2.1636 0.30
H -0.9106 -1.6939 -1.1819 0.30
H -0.6757 1.2643 -0.5561 0.31
H 0.7473 0.0557 2.7002 0.31


(5)
15
Properties=species:S:1:pos:R:3:mulliken_charge:R:1 method="wB97M-V/def2-TZVPD" e_homo_ev=-6.41 energy_ev=-8292.2458 lumo_energy_ev=1.07 gap_ev=7.4795 max_force_ev_per_a=0.171 de_lowest_kj_mol=265.4
C -1.6129 -1.2394 -0.0371 -0.53
N -0.3988 -0.6792 -0.0239 0.22
C 0.7944 -1.2246 0.2284 -0.64
C 1.8373 -0.1702 0.3793 -0.23
C 1.0844 1.0592 -0.0304 -0.57
C -0.1879 0.7387 -0.2787 0.20
N -1.2292 1.5105 -0.7614 -0.48
H -2.4916 -0.6239 -0.1301 0.12
H -1.6945 -2.2584 0.3106 0.24
H 2.1794 -0.0959 1.4235 0.23
H 0.8630 -2.2702 0.4898 0.34
H 2.7350 -0.3288 -0.2340 0.30
H 1.5096 2.0478 -0.1453 0.36
H -2.1394 1.0793 -0.7847 0.20
H -1.2488 2.4551 -0.4059 0.25


Copy entry 5 word for word.
15
Properties=species:S:1:pos:R:3:mulliken_charge:R:1 method="wB97M-V/def2-TZVPD" e_homo_ev=-6.41 energy_ev=-8292.2458 lumo_energy_ev=1.07 gap_ev=7.4795 max_force_ev_per_a=0.171 de_lowest_kj_mol=265.4
C -1.6129 -1.2394 -0.0371 -0.53
N -0.3988 -0.6792 -0.0239 0.22
C 0.7944 -1.2246 0.2284 -0.64
C 1.8373 -0.1702 0.3793 -0.23
C 1.0844 1.0592 -0.0304 -0.57
C -0.1879 0.7387 -0.2787 0.20
N -1.2292 1.5105 -0.7614 -0.48
H -2.4916 -0.6239 -0.1301 0.12
H -1.6945 -2.2584 0.3106 0.24
H 2.1794 -0.0959 1.4235 0.23
H 0.8630 -2.2702 0.4898 0.34
H 2.7350 -0.3288 -0.2340 0.30
H 1.5096 2.0478 -0.1453 0.36
H -2.1394 1.0793 -0.7847 0.20
H -1.2488 2.4551 -0.4059 0.25